No. 1
The following is a DFT calculation (wB97M-V/def2-TZVPD) of an isolated ion of composition CH4NO2S and charge -1 at a distorted geometry.

Summary:
SMILES: C[S@](=N)(=O)[O-]
total charge: -1
orbital gap: 7.98 eV
2S+1: 1

The geometry in XYZ format:
```
9
Properties=species:S:1:pos:R:3:forces:R:3
S 0.8260 0.2512 -1.2773 -2.64 0.12 0.55
O 2.0858 0.9040 -0.8737 -1.38 0.29 -0.68
O 0.9961 -0.8540 -2.2422 -0.08 0.53 0.77
N -0.5743 1.1871 -1.6219 3.62 -0.66 0.60
C 0.1565 -0.3697 0.3795 -0.99 -0.18 -1.21
H -1.1345 0.5072 -2.1151 -0.05 -0.36 -0.48
H -0.4686 0.5101 0.5458 0.66 0.18 0.87
H -0.6916 -1.0755 0.1293 1.38 0.00 0.32
H 0.8672 -0.6633 1.1836 -0.52 0.08 -0.74
```
Positions in Å, forces in eV/Å.

Löwdin population analysis, charges in e, atoms 1 to 4:
1 S 0.46
2 O -0.44
3 O -0.46
4 N -0.32


No. 2
The following is a DFT calculation (wB97M-V/def2-TZVPD) of H6N6O21Zn2 as an isolated structure at a distorted geometry.

Summary:
total charge: -2
orbital gap: 1.97 eV
2S+1: 1

The geometry in XYZ format:
```
35
Properties=species:S:1:pos:R:3:forces:R:3
Zn 0.2119 -1.6630 -1.9041 0.14 0.04 0.27
Zn 1.8460 4.4849 3.8550 -0.10 -0.15 -0.26
O -3.4197 -3.4646 5.0065 -0.03 -0.24 0.20
O 5.7718 -3.3033 -1.7706 2.35 -0.29 0.69
O -1.1050 6.5796 -0.5567 -0.10 0.17 -1.15
O -1.8192 -6.3080 1.1958 -1.78 0.66 0.49
O 1.2112 1.8100 -3.4959 0.50 -0.27 1.45
O -0.4687 -6.9605 -0.2277 0.82 -1.61 -1.64
O -0.6480 5.4969 1.1627 0.45 -0.76 0.45
O 4.6992 3.2769 1.2579 0.38 -0.48 -0.35
O 6.6775 3.6327 0.4996 0.07 0.59 -0.28
O -2.9356 -0.2063 -2.1007 0.26 -0.30 -0.02
O -1.1312 -4.9916 -0.3483 -1.03 3.35 -1.48
O 3.7789 -3.1648 -2.0835 -3.23 0.75 0.57
O 4.9009 -4.3138 -3.4527 0.37 -1.23 -1.27
O 2.1552 3.2757 -4.7226 3.11 1.48 0.17
O -1.4848 0.2190 2.4559 -1.93 -0.29 0.94
O 0.1178 3.0532 -4.7784 -2.99 1.07 -0.23
O 0.3592 1.0214 3.1880 0.68 1.25 2.44
O 6.0428 1.6260 0.8073 -0.79 0.88 -0.01
O 0.3452 -0.2016 1.5639 1.90 -2.39 -2.78
O -2.2927 4.8344 -0.0653 0.77 0.17 -0.25
O -6.1032 0.0554 0.7696 -0.26 0.15 -0.05
N -1.2155 -6.0698 0.1529 1.99 -2.22 2.51
N -0.2800 0.3052 2.4518 -0.62 1.44 -0.80
N -1.3368 5.5976 0.1351 -1.02 0.42 1.06
N 1.1730 2.7809 -4.2607 -0.68 -2.49 -1.32
N 5.7940 2.8531 0.8298 0.26 -0.91 0.74
N 4.8345 -3.6439 -2.4565 0.20 0.87 0.02
H -2.8956 -2.6637 5.0112 0.22 0.21 -0.09
H -3.7837 -0.6387 -2.2006 -0.17 -0.15 0.02
H -3.1272 0.7255 -2.2070 0.11 0.37 0.03
H -6.3475 -0.7818 0.3751 -0.05 -0.21 -0.07
H -4.3092 -3.1682 4.8138 -0.19 0.05 -0.10
H -5.2155 -0.0846 1.0993 0.36 0.05 0.11
```
Positions in Å, forces in eV/Å.

Löwdin population analysis, charges in e, atoms 1 to 4:
1 Zn 0.83
2 Zn 0.40
3 O -0.05
4 O 0.08


Number 1: lowest unoccupied orbital energy 4.33 eV, E_tot -17521.8202 eV, HOMO energy -0.1342 hartree. Number 2: lowest unoccupied orbital energy -2.41 eV, E_tot -148836.4328 eV, HOMO energy -0.1611 hartree.